# 1
Molecular formula: C2H3NO2
Method: DFT, wB97M-V/def2-TZVPD

The geometry in ORCA input format:
```
! wB97M-V def2-TZVPD RIJCOSX def2/J DEFGRID3
* xyz 0 3
C 0.508 0.808 -0.533
C 0.034 -0.123 0.505
N -0.753 0.919 -0.089
O 1.273 1.175 -1.307
O -0.127 -1.449 -0.053
H 0.387 -0.210 1.451
H -1.624 1.015 -0.423
H 0.301 -2.135 0.449
*
```

Its HOMO-LUMO gap (spin up / spin down) is 0.189 / 0.307 Eh. For the energy above the lowest of the compared OMol25 structures with the same formula, charge and spin, the calculation gives 110.18 kcal/mol. The calculation puts the largest force on an atom at 0.1888 hartree/bohr.


# 2
Molecular formula: C3H9N5
Method: DFT, wB97M-V/def2-TZVPD

The geometry in ORCA input format:
```
! wB97M-V def2-TZVPD RIJCOSX def2/J DEFGRID3
* xyz 0 1
N -1.153 -1.425 -1.858
C -0.629 -0.744 -0.890
N 0.614 -1.008 -0.560
N 1.608 -0.079 -0.010
C 1.252 0.224 1.405
C 0.255 1.353 1.372
N -0.682 1.358 0.214
N -1.267 0.185 -0.094
H -2.172 -1.451 -1.891
H 0.843 -1.853 -1.144
H 2.481 -0.661 0.020
H 0.812 -0.664 1.824
H 2.110 0.525 2.054
H -0.455 1.276 2.230
H 0.790 2.320 1.448
H -1.248 2.176 0.245
H -2.278 0.111 0.053
*
```

As for the SMILES: N=C1NNCCNN1. Its HOMO-LUMO gap is 0.317 Eh. For the energy above the lowest of the compared OMol25 structures with the same formula, charge and spin, the calculation gives 91.59 kcal/mol. The calculation puts the largest force on an atom at 0.0752 hartree/bohr.


# 3
Molecular formula: C3H9O3
Method: DFT, wB97M-V/def2-TZVPD

The geometry in ORCA input format:
```
! wB97M-V def2-TZVPD RIJCOSX def2/J DEFGRID3
* xyz 0 2
O 2.519 -0.293 1.121
H 3.176 0.375 1.445
H 1.613 0.096 0.952
C 0.334 -0.906 0.804
C -0.473 -0.357 -0.347
O -0.938 1.005 -0.205
C -1.684 1.526 -1.261
O 0.953 -2.088 0.640
H -0.178 -0.743 1.796
H 0.095 -0.479 -1.317
H -1.353 -1.062 -0.420
H -2.083 2.495 -0.960
H -1.072 1.684 -2.133
H -2.495 0.870 -1.526
H 1.587 -2.124 1.408
*
```

Its HOMO-LUMO gap (spin up / spin down) is 0.310 / 0.383 Eh. For the energy above the lowest of the compared OMol25 structures with the same formula, charge and spin, the calculation gives 24.16 kcal/mol. The calculation puts the largest force on an atom at 0.0668 hartree/bohr.


# 4
Molecular formula: C22H17B2Cl4F6O3S
Method: DFT, wB97M-V/def2-TZVPD

The geometry in ORCA input format:
```
! wB97M-V def2-TZVPD RIJCOSX def2/J DEFGRID3
* xyz -1 1
Cl -2.766 1.984 -0.581
B -1.048 2.421 -1.339
Cl -1.185 2.269 -3.190
Cl -0.605 4.163 -0.831
O -0.037 1.549 -0.837
C -0.196 0.276 -0.286
C 0.020 -0.743 -1.488
C 1.292 -0.918 -1.955
C 1.549 -1.160 -3.319
C 0.507 -1.033 -4.251
Cl 0.890 -1.004 -5.932
C -0.798 -0.903 -3.831
C -1.114 -1.123 -2.401
H -1.261 0.070 -0.037
H 2.137 -0.806 -1.273
H 2.568 -1.285 -3.667
H -1.594 -0.683 -4.538
H -2.076 -0.722 -2.059
C -0.615 -3.452 2.155
C 0.017 -2.139 1.899
C 1.325 -1.967 1.422
C 1.672 -0.665 1.119
C 0.537 0.272 1.015
B -1.407 -2.728 -2.507
C 0.662 1.660 1.612
C -0.484 2.311 2.056
C -0.390 3.521 2.730
C -1.615 4.167 3.325
F -1.823 5.420 2.811
F -2.749 3.443 3.107
F -1.491 4.302 4.687
C 0.834 4.163 2.892
C 1.961 3.549 2.368
C 3.293 4.243 2.488
F 4.280 3.581 1.810
F 3.250 5.519 1.995
F 3.696 4.327 3.799
C 1.894 2.287 1.775
O -0.951 -3.608 -3.449
C -1.215 -4.935 -2.921
C -2.035 -4.722 -1.644
O -2.075 -3.288 -1.426
S -0.789 -0.671 2.119
H 0.163 -4.195 2.344
H -1.286 -3.398 3.017
H -1.187 -3.753 1.266
H 1.973 -2.838 1.323
H 2.676 -0.330 0.854
H -1.471 1.893 1.871
H 0.894 5.122 3.396
H 2.798 1.795 1.424
H -1.756 -5.500 -3.689
H -0.258 -5.430 -2.704
H -3.055 -5.114 -1.749
H -1.557 -5.196 -0.774
*
```

Its HOMO-LUMO gap is 0.128 Eh. For the energy above the lowest of the compared OMol25 structures with the same formula, charge and spin, the calculation gives 58.88 kcal/mol. The calculation puts the largest force on an atom at 0.0908 hartree/bohr.


# 5
Molecular formula: C5H7NO
Method: DFT, wB97M-V/def2-TZVPD

The geometry in ORCA input format:
```
! wB97M-V def2-TZVPD RIJCOSX def2/J DEFGRID3
* xyz 0 1
C -0.342 -2.524 -0.815
N -0.891 -1.249 -0.526
C -0.597 -0.101 -0.708
C -0.463 1.202 -0.766
C 0.214 1.999 0.250
C 0.713 1.230 1.454
O 0.366 3.196 0.132
H 0.612 -2.475 -1.346
H -1.067 -3.075 -1.415
H -0.209 -3.054 0.129
H -0.844 1.736 -1.623
H 1.464 0.506 1.143
H -0.110 0.692 1.919
H 1.153 1.918 2.171
*
```

As for the SMILES: CN=C=CC(C)=O. Its HOMO-LUMO gap is 0.350 Eh. For the energy above the lowest of the compared OMol25 structures with the same formula, charge and spin, the calculation gives 35.77 kcal/mol. The calculation puts the largest force on an atom at 0.0223 hartree/bohr.


# 6
Molecular formula: C4H8O2
Method: DFT, wB97M-V/def2-TZVPD

The geometry in ORCA input format:
```
! wB97M-V def2-TZVPD RIJCOSX def2/J DEFGRID3
* xyz 0 1
C -1.501 -1.139 0.691
O -1.243 -0.062 0.032
C 0.620 0.137 -0.565
C 0.597 1.496 -1.180
C 1.060 -0.107 0.725
O 0.922 -1.294 1.213
H -1.778 -2.044 0.126
H -0.254 -1.509 1.142
H -1.973 -1.015 1.676
H 0.550 -0.718 -1.232
H -0.384 1.668 -1.634
H 0.772 2.276 -0.433
H 1.354 1.583 -1.967
H 1.257 0.728 1.407
*
```

Its HOMO-LUMO gap is 0.330 Eh. For the energy above the lowest of the compared OMol25 structures with the same formula, charge and spin, the calculation gives 95.22 kcal/mol. The calculation puts the largest force on an atom at 0.0076 hartree/bohr.